(1)
ORCA calculation (ωB97M-V/def2-TZVPD) on an isolated molecule of C6H6S2.

Atoms and positions in Å:
C (2.2423, -0.4547, -0.3733)
C (1.0707, 0.1218, -0.1876)
C (-0.0955, -0.4993, 0.7390)
S (-0.0468, -1.7500, 1.8287)
S (-1.5677, 0.2438, 0.1841)
C (-0.6472, 0.8511, -1.2929)
C (0.1708, 1.8352, -2.1019)
C (0.5799, 1.3080, -0.8060)
H (2.4154, -1.3688, 0.0675)
H (2.9574, 0.1587, -1.1270)
H (-0.6254, -0.0407, -1.8416)
H (0.6502, 1.3453, -3.0650)
H (-0.0657, 2.8878, -1.9842)
H (0.5738, 2.1450, -0.1180)

Calculated values
Calculated total energy (Ha): -1028.4185
Structure (SMILES): C=C1C(=S)S[C@H]2C[C@H]12
Relative energy (zero: lowest compared OMol25 entry of this formula, charge and spin) (kJ/mol): 360.2
Largest force on an atom (eV Å⁻¹): 4.203
Orbital gap (eV): 8.06


(2)
ORCA calculation (ωB97M-V/def2-TZVPD) on a structure of composition C6H7AgO6.

Atoms and positions in Å:
O (-0.3151, 0.5782, 1.2866)
O (-2.4386, -0.2605, 1.0979)
C (-3.3829, -0.3688, 0.0575)
C (-2.6910, 0.2638, -1.1748)
O (-1.4254, 0.6518, -0.7042)
C (-1.1090, -0.1052, 0.5365)
H (-3.6512, -1.4217, -0.1331)
H (-4.2947, 0.1699, 0.3482)
H (-3.2245, 1.1492, -1.5461)
H (-2.6061, -0.4616, -2.0013)
Ag (0.7174, 1.6626, -0.4609)
O (1.7404, -0.9489, -0.5991)
O (3.2636, -1.0579, 1.0033)
C (0.5313, -1.4672, -0.8670)
C (-0.5864, -1.5124, 0.1084)
O (2.8795, 0.8635, -0.1580)
C (2.7092, -0.3233, 0.1855)
H (0.3240, -1.4471, -1.9403)
H (-1.4024, -2.0978, -0.3455)
H (-0.3051, -2.0430, 1.0339)

Calculated values
Total charge: -1
Calculated total energy (Ha): -831.2064
Multiplicity: 2
Largest force on an atom (eV Å⁻¹): 2.213
Orbital gap (alpha / beta) (eV): 5.76 / 7.89


(3)
ORCA calculation (ωB97M-V/def2-TZVPD) on a structure of composition C6H7AuCl2NO4Pm.

Atoms and positions in Å:
Au (-0.1924, -0.5551, -7.4172)
Pm (-0.0571, -1.2136, 0.0244)
Cl (-0.6506, 1.3223, -6.1957)
Cl (1.9687, -2.6962, 0.0143)
C (-0.9480, -2.8387, 1.5910)
C (-0.5825, -0.2342, -9.2891)
C (0.3943, -2.3814, -7.8577)
O (-1.2098, -3.6243, 2.4074)
O (-0.9170, 0.1975, -10.3073)
O (0.6577, -3.3934, -8.3376)
C (1.1059, 2.2091, 3.3663)
N (0.1000, 1.1842, 3.6690)
C (-0.5709, 1.1816, 4.9635)
C (-0.2380, 0.2425, 2.8059)
O (0.2984, 0.1593, 1.6479)
H (1.1569, 2.8246, 4.2747)
H (0.8129, 2.8191, 2.4996)
H (2.0831, 1.7539, 3.1531)
H (-1.6594, 1.2956, 4.8492)
H (-0.3991, 0.2315, 5.4906)
H (-0.1634, 2.0139, 5.5399)
H (-0.9899, -0.4982, 3.1077)

Calculated values
Total charge: +4
Calculated total energy (Ha): -2251.2358
Multiplicity: 7
Relative energy (zero: lowest compared OMol25 entry of this formula, charge and spin) (kJ/mol): 0.0
Largest force on an atom (eV Å⁻¹): 7.967
Orbital gap (alpha / beta) (eV): 5.33 / 2.03


(4)
ORCA calculation (ωB97M-V/def2-TZVPD) on the ion C6H7Br2N4 with charge +1.

Atoms and positions in Å:
C (2.3049, 2.7498, -0.5315)
C (1.3450, 1.6886, -0.3816)
N (0.0320, 1.7478, -0.4550)
N (-0.5392, 0.6264, -0.3190)
C (-1.7606, -0.0467, -0.0339)
Br (-3.5166, 0.5577, -0.3351)
C (-1.4262, -1.3767, 0.2172)
C (-2.3281, -2.4812, 0.4671)
N (-0.0989, -1.5528, 0.3676)
N (0.5683, -0.4593, 0.0626)
C (1.6822, 0.3008, -0.0433)
Br (3.3887, -0.2704, 0.2083)
H (1.9063, 3.7980, -0.8983)
H (2.8137, 2.8827, 0.4456)
H (3.0555, 2.5858, -1.3278)
H (-1.7485, -3.1427, 1.0660)
H (-2.6231, -2.9938, -0.4885)
H (-3.3097, -2.2324, 0.9786)
H (0.2545, -2.3818, 1.0009)

Calculated values
Total charge: +1
Calculated total energy (Ha): -5599.4832
Structure (SMILES): Cc1nn2c(Br)c(C)[nH][n+]2c1Br
Relative energy (zero: lowest compared OMol25 entry of this formula, charge and spin) (kJ/mol): 405.8
Largest force on an atom (eV Å⁻¹): 5.431
Orbital gap (eV): 8.48


(5)
ORCA calculation (ωB97M-V/def2-TZVPD) on the ion C6H7Br2N4 with charge +1.

Atoms and positions in Å:
C (-1.0283, 2.5042, -2.3537)
C (-0.6202, 1.4054, -1.4995)
N (-1.4444, 0.7831, -0.6559)
N (-0.7437, -0.0805, -0.0195)
C (-0.9454, -0.8350, 1.1725)
Br (-2.6792, -1.2548, 1.7712)
C (0.2742, -1.3884, 1.4671)
C (0.8228, -2.3322, 2.4971)
N (1.2441, -0.7235, 0.6249)
N (0.5827, 0.0354, -0.2824)
C (0.7269, 0.9701, -1.2784)
Br (2.3596, 1.5231, -1.8638)
H (-0.7306, 2.2600, -3.4352)
H (-2.1500, 2.6158, -2.3475)
H (-0.3777, 3.3573, -2.1541)
H (0.0337, -3.1824, 2.5915)
H (0.8454, -1.7570, 3.3642)
H (1.7316, -2.7303, 2.0616)
H (2.0984, -1.1702, 0.3400)

Calculated values
Total charge: +1
Calculated total energy (Ha): -5599.5290
Structure (SMILES): Cc1nn2c(Br)c(C)[nH][n+]2c1Br
Relative energy (zero: lowest compared OMol25 entry of this formula, charge and spin) (kJ/mol): 285.7
Largest force on an atom (eV Å⁻¹): 4.174
Orbital gap (eV): 9.03


(6)
ORCA calculation (ωB97M-V/def2-TZVPD) on a structure of composition C6H7Br6Cl3O3.

Atoms and positions in Å:
C (16.6184, 4.7453, -11.7280)
Br (18.0630, 5.9448, -12.1940)
Br (16.6048, 3.2478, -12.9618)
Br (14.9246, 5.7284, -11.6679)
H (16.7622, 4.3367, -10.7403)
C (18.8680, 7.2189, -2.5357)
Br (17.5597, 6.2139, -3.5913)
Br (18.2868, 9.0708, -2.4671)
Br (20.6070, 7.1045, -3.4187)
H (18.9700, 6.7910, -1.5500)
C (17.0834, 5.4950, -7.2110)
Cl (15.3570, 5.8014, -6.9622)
Cl (17.5403, 6.1713, -8.8091)
Cl (17.4448, 3.7837, -7.1273)
H (17.6697, 6.0666, -6.5041)
C (10.4632, 5.4457, -6.3021)
C (11.9195, 5.8558, -6.0433)
O (12.0091, 7.0714, -6.7866)
C (10.7717, 7.5716, -6.9493)
O (10.5328, 8.7006, -7.2685)
O (9.8257, 6.6490, -6.7203)
H (9.9694, 5.0762, -5.4029)
H (10.4315, 4.5917, -6.9799)
H (12.5983, 5.1123, -6.4532)
H (12.1407, 5.9720, -4.9824)

Calculated values
Calculated total energy (Ha): -17283.1737
Relative energy (zero: lowest compared OMol25 entry of this formula, charge and spin) (kJ/mol): 57.7
Largest force on an atom (eV Å⁻¹): 1.754
Orbital gap (eV): 9.89


(7)
ORCA calculation (ωB97M-V/def2-TZVPD) on an isolated molecule of C6H7BrFN.

Atoms and positions in Å:
C (-1.4048, -1.0928, -1.4543)
C (-0.7475, -0.1139, -0.5066)
N (-1.2804, 0.0361, 0.6735)
C (-0.5592, 0.6598, 1.7042)
C (0.7297, 0.5984, 1.6338)
C (1.4886, 0.2387, 0.3667)
Br (1.4818, -1.7586, 0.3835)
C (0.6225, 0.5677, -0.7683)
F (0.6680, 1.9757, -0.8179)
H (-0.6546, -1.5239, -2.1338)
H (-2.2014, -0.5388, -2.0280)
H (-1.8363, -1.9611, -0.7773)
H (-1.0845, 1.0733, 2.4776)
H (1.2339, 0.8892, 2.5127)
H (2.5440, 0.5951, 0.4128)
H (1.0002, 0.3550, -1.6786)

Calculated values
Calculated total energy (Ha): -2961.3964
Structure (SMILES): CC1=NC=C[C@@H](Br)[C@@H]1F
Relative energy (zero: lowest compared OMol25 entry of this formula, charge and spin) (kJ/mol): 5.1
Largest force on an atom (eV Å⁻¹): 3.554
Orbital gap (eV): 9.12


(8)
ORCA calculation (ωB97M-V/def2-TZVPD) on an isolated molecule of C6H7BrN2O2.

Atoms and positions in Å:
N (-1.4292, -2.1951, 0.4483)
C (-1.4283, -1.0868, 0.6708)
C (-1.6841, 0.3288, 0.6688)
C (-1.2302, 1.1679, -0.5175)
C (0.1963, 1.7470, -0.4174)
C (1.2794, 0.6908, -0.3537)
Br (2.9741, 1.6099, 0.2318)
C (1.1345, -0.6167, -0.3133)
N (1.5855, -1.7926, -0.2571)
O (2.0179, -2.3898, -1.2292)
O (1.6189, -2.4474, 1.0058)
H (-2.7806, 0.2776, 0.6740)
H (-1.2856, 0.8167, 1.5171)
H (-2.0279, 1.9488, -0.6753)
H (-1.3505, 0.6459, -1.3762)
H (0.3170, 2.4700, 0.4009)
H (0.3445, 2.3025, -1.3814)
H (1.7483, -3.4775, 0.9035)

Calculated values
Calculated total energy (Ha): -3066.6174
Structure (SMILES): N#CCCCC(Br)=C=[N+]([O-])O
Relative energy (zero: lowest compared OMol25 entry of this formula, charge and spin) (kJ/mol): 519.9
Largest force on an atom (eV Å⁻¹): 3.436
Orbital gap (alpha / beta) (eV): 8.94 / 8.94


(9)
ORCA calculation (ωB97M-V/def2-TZVPD) on an isolated molecule of C6H7BrN4.

Atoms and positions in Å:
C (0.3766, -1.3467, 0.3637)
C (-0.1522, -1.4186, -1.0020)
C (0.2153, 0.0519, 0.7423)
C (-0.6983, -3.8517, 1.1057)
C (0.7157, 0.6874, 1.9656)
C (-1.4768, 0.0268, -2.3409)
N (0.9405, -2.1949, 1.1875)
N (-0.5814, 0.6397, -0.1148)
N (0.5948, -3.4993, 1.1119)
N (-0.7816, -0.2926, -1.1506)
Br (-0.8722, -5.6511, 0.5693)
H (1.0576, 1.6622, 1.6340)
H (-0.1848, 0.9741, 2.7530)
H (1.5269, 0.1256, 2.4374)
H (-0.7814, 0.6853, -2.9720)
H (-1.6740, -0.9475, -2.8228)
H (-2.4917, 0.6507, -2.1173)
H (1.3492, -4.1957, 0.8895)

Calculated values
Calculated total energy (Ha): -3025.6212
Relative energy (zero: lowest compared OMol25 entry of this formula, charge and spin) (kJ/mol): 601.5
Largest force on an atom (eV Å⁻¹): 3.209
Orbital gap (eV): 7.20


(10)
ORCA calculation (ωB97M-V/def2-TZVPD) on an isolated molecule of C6H7BrN4O4.

Atoms and positions in Å:
N (2.5731, -0.5597, -0.1779)
C (1.4765, 0.0626, 0.2337)
N (1.3452, 1.4151, 0.1493)
C (0.4616, -0.7096, 0.9300)
C (-0.9278, -0.4556, 0.8838)
C (-1.6473, 0.3377, 0.0564)
C (-1.2399, 0.9767, -1.1761)
C (-0.3241, 0.5793, -2.0533)
Br (0.4478, -1.1718, -2.3827)
N (-3.0416, 0.4410, 0.1884)
O (-3.5779, -0.0624, 1.1531)
O (-3.6249, 1.0395, -0.7057)
N (0.8282, -1.8466, 1.7061)
O (-0.0294, -2.5223, 2.2461)
O (2.0577, -2.0659, 1.8342)
H (3.0623, -0.0319, -0.7749)
H (2.9026, -1.4383, 0.2321)
H (0.4159, 1.7772, 0.0904)
H (2.1226, 1.9517, 0.0442)
H (-1.6137, -1.0181, 1.6827)
H (-1.7147, 1.9796, -1.3223)
H (0.0480, 1.3218, -2.8375)

Calculated values
Calculated total energy (Ha): -3326.5724
Structure (SMILES): NC(N)=C(/C=C(\C=C/Br)[N+](=O)[O-])[N+](=O)[O-]
Relative energy (zero: lowest compared OMol25 entry of this formula, charge and spin) (kJ/mol): 27.5
Largest force on an atom (eV Å⁻¹): 4.295
Orbital gap (eV): 7.71


(11)
ORCA calculation (ωB97M-V/def2-TZVPD) on an isolated molecule of C6H7BrO4.

Atoms and positions in Å:
O (-0.8958, -2.2662, -2.1419)
C (-0.4776, -1.6066, -1.2177)
C (0.8188, -1.5971, -0.5347)
C (1.2093, -0.4577, 0.0589)
C (0.5187, 0.8335, 0.0179)
C (0.3649, 1.4529, 1.5128)
O (1.3606, 2.3649, 1.8517)
O (-0.7827, 0.8387, -0.5093)
C (-1.4911, -0.3485, -0.7088)
O (-2.4410, -0.1570, -1.6915)
Br (-2.3283, -1.2412, 0.9457)
H (1.2494, -2.6114, -0.4559)
H (2.2201, -0.3180, 0.3543)
H (1.0742, 1.6191, -0.6400)
H (0.4811, 0.6025, 2.2464)
H (-0.6693, 1.9364, 1.5473)
H (2.1985, 1.7942, 1.6700)
H (-2.4099, -0.8386, -2.3052)

Calculated values
Calculated total energy (Ha): -3107.7272
Structure (SMILES): O=C1C=C[C@H](CO)O[C@]1(O)Br
Relative energy (zero: lowest compared OMol25 entry of this formula, charge and spin) (kJ/mol): 0.0
Largest force on an atom (eV Å⁻¹): 4.509
Orbital gap (eV): 9.20


(12)
ORCA calculation (ωB97M-V/def2-TZVPD) on a structure of composition C6H7Cl.

Atoms and positions in Å:
C (-0.6773, -1.2611, 0.4831)
C (0.5312, -1.7597, 0.2114)
C (0.1348, 0.0119, -1.2961)
C (-0.3286, 0.1324, 0.1061)
C (1.0288, -0.3820, -0.2323)
C (-0.7204, 1.5167, 0.6802)
Cl (2.7608, 0.4516, 0.1269)
H (-1.5663, -1.5339, 0.9427)
H (1.0234, -2.7444, 0.5380)
H (-0.2541, -0.8788, -1.8366)
H (0.2896, 0.9404, -1.9683)
H (-1.0074, 2.0256, -0.2343)
H (0.2223, 2.0489, 1.1140)
H (-1.4367, 1.4323, 1.3651)

Calculated values
Calculated total energy (Ha): -692.8564
Relative energy (zero: lowest compared OMol25 entry of this formula, charge and spin) (kJ/mol): 335.5
Largest force on an atom (eV Å⁻¹): 5.898
Orbital gap (eV): 9.39


(13)
ORCA calculation (ωB97M-V/def2-TZVPD) on an isolated molecule of C6H7Cl.

Atoms and positions in Å:
C (-1.8405, -1.3560, 0.3370)
C (-2.4197, -0.1881, 0.0105)
C (-0.1865, 0.2196, -0.0428)
C (0.6187, 1.2227, -0.3306)
C (-0.3822, -1.1947, 0.2942)
C (2.1403, 1.0378, -0.2569)
Cl (-3.7909, 0.7001, -0.1246)
H (-2.3655, -2.1450, 0.7275)
H (0.3200, 2.1652, -0.7848)
H (0.1207, -1.4790, 1.2629)
H (0.0570, -1.8322, -0.4126)
H (2.8481, 1.7312, -0.9320)
H (2.3846, -0.0139, -0.5344)
H (2.4961, 1.1324, 0.7866)

Calculated values
Calculated total energy (Ha): -692.8129
Relative energy (zero: lowest compared OMol25 entry of this formula, charge and spin) (kJ/mol): 449.8
Largest force on an atom (eV Å⁻¹): 5.469
Orbital gap (alpha / beta) (eV): 8.50 / 8.50


(14)
ORCA calculation (ωB97M-V/def2-TZVPD) on an isolated molecule of C6H7ClN2O2.

Atoms and positions in Å:
O (-3.2680, -1.3804, -0.1936)
C (-2.3868, -0.5383, -0.2250)
O (-2.3495, 0.5423, 0.5563)
C (-1.0898, -0.4748, -1.1277)
N (0.1167, -0.2481, -0.3875)
C (0.4139, -1.0827, 0.7192)
C (1.5201, -0.7957, 1.4655)
N (2.4808, 0.0719, 1.0615)
C (2.3327, 0.8502, 0.0837)
C (0.9038, 0.9031, -0.5769)
Cl (0.0126, 2.4563, 0.4109)
H (-1.6496, 1.1929, 0.6012)
H (-1.3811, 0.3193, -1.8074)
H (-1.1416, -1.3759, -1.8748)
H (-0.1985, -1.8452, 1.0080)
H (1.8013, -1.3274, 2.3601)
H (2.9092, 1.6089, -0.4105)
H (0.9738, 1.1238, -1.6630)

Calculated values
Calculated total energy (Ha): -952.9626
Structure (SMILES): O=C(O)CN1C=CN=C[C@@H]1Cl
Relative energy (zero: lowest compared OMol25 entry of this formula, charge and spin) (kJ/mol): 143.2
Largest force on an atom (eV Å⁻¹): 4.773
Orbital gap (eV): 8.79